[1]
Computed, not measured: C26H43CeCl2OP as an isolated structure, with ωB97M-V/def2-TZVPD.

Last column: Löwdin charge in e.
CARTESIAN COORDINATES (ANGSTROEM)
P (-0.123, 0.765, 0.719)  1.10
C (-0.159, 2.144, -0.580)  -0.45
C (0.551, 3.468, -0.282)  -0.22
C (0.210, 4.505, -1.360)  -0.20
C (0.493, 4.002, -2.780)  -0.21
C (-0.119, 2.625, -3.054)  -0.20
C (0.240, 1.607, -1.962)  -0.23
C (1.675, 0.187, 0.786)  -0.45
C (2.763, 1.257, 0.732)  -0.22
C (4.139, 0.627, 0.990)  -0.21
C (4.437, -0.531, 0.030)  -0.21
C (3.302, -1.558, -0.038)  -0.19
C (1.927, -0.909, -0.263)  -0.22
C (-0.195, 1.773, 2.287)  -0.48
C (-1.543, 2.515, 2.354)  -0.22
C (-1.689, 3.316, 3.655)  -0.21
C (-1.440, 2.464, 4.903)  -0.22
C (-0.116, 1.698, 4.829)  -0.21
C (0.041, 0.894, 3.529)  -0.21
H (-1.247, 2.348, -0.610)  0.09
H (1.638, 3.316, -0.259)  0.09
H (0.270, 3.865, 0.703)  0.09
H (0.772, 5.427, -1.167)  0.10
H (-0.857, 4.755, -1.277)  0.11
H (0.109, 4.726, -3.507)  0.10
H (1.580, 3.948, -2.933)  0.11
H (-1.214, 2.712, -3.097)  0.11
H (0.214, 2.248, -4.028)  0.11
H (-0.282, 0.661, -2.162)  0.07
H (1.324, 1.410, -1.987)  0.10
H (1.725, -0.292, 1.780)  0.09
H (4.171, 0.258, 2.024)  0.11
H (2.580, 2.055, 1.467)  0.10
H (2.770, 1.723, -0.264)  0.10
H (4.913, 1.399, 0.899)  0.10
H (5.365, -1.029, 0.334)  0.10
H (4.612, -0.124, -0.975)  0.11
H (3.498, -2.283, -0.836)  0.11
H (3.269, -2.120, 0.906)  0.11
H (1.140, -1.672, -0.194)  0.06
H (1.880, -0.478, -1.274)  0.10
H (0.622, 2.516, 2.241)  0.09
H (-1.659, 3.199, 1.500)  0.10
H (-2.357, 1.779, 2.278)  0.12
H (-0.973, 4.149, 3.640)  0.11
H (-2.691, 3.756, 3.692)  0.10
H (-2.263, 1.748, 5.020)  0.11
H (-1.446, 3.103, 5.793)  0.10
H (-0.025, 1.019, 5.684)  0.10
H (0.715, 2.414, 4.898)  0.11
H (1.050, 0.458, 3.509)  0.10
H (-0.666, 0.050, 3.515)  0.11
Ce (-2.738, -2.317, -0.202)  0.21
Cl (-0.762, -2.742, 1.390)  -0.06
Cl (-2.870, -0.206, -1.670)  -0.04
C (-2.398, -3.994, -1.612)  -0.37
H (-2.980, -4.909, -1.407)  -0.01
C (-1.425, -4.144, -2.659)  -0.36
C (-1.063, -5.411, -3.223)  -0.09
C (-0.048, -5.512, -4.163)  -0.15
C (0.639, -4.363, -4.595)  -0.17
C (0.284, -3.101, -4.092)  -0.14
C (-0.744, -2.985, -3.164)  -0.09
H (-1.599, -6.299, -2.882)  0.09
H (0.222, -6.489, -4.572)  0.08
H (0.808, -2.203, -4.436)  0.09
H (-1.075, -1.995, -2.815)  0.05
H (1.441, -4.450, -5.326)  0.07
C (-4.597, -4.762, 1.108)  -0.09
O (-4.727, -3.502, 0.422)  -0.28
H (-5.282, -4.819, 1.963)  0.09
H (-3.561, -4.823, 1.457)  0.09
H (-4.790, -5.583, 0.406)  0.10
H (-5.664, -3.286, 0.264)  0.13

Its HOMO-LUMO gap (spin up / spin down) is 0.1425 / 0.1421 hartree. Its multiplicity is 2. As for the expectation value of S²: 0.751. Its net charge is -1.

***

[2]
Computed, not measured: C26H43ClLaN3O4 as an isolated structure, with ωB97M-V/def2-TZVPD.

Last column: Löwdin charge in e.
CARTESIAN COORDINATES (ANGSTROEM)
O (-0.327, -0.302, -2.805)  -0.22
C (0.453, 0.697, -3.125)  -0.39
C (1.738, 0.143, -3.764)  -0.21
C (2.414, -0.908, -3.169)  -0.06
H (2.132, -1.223, -2.149)  0.13
C (3.429, -1.556, -3.849)  -0.08
H (3.942, -2.387, -3.383)  0.10
C (3.792, -1.133, -5.140)  -0.09
H (4.583, -1.637, -5.689)  0.09
C (3.103, -0.060, -5.725)  -0.09
H (3.376, 0.290, -6.716)  0.10
C (2.071, 0.559, -5.046)  -0.05
H (1.509, 1.405, -5.476)  0.12
H (-0.034, 1.358, -3.891)  0.12
C (-0.111, 3.189, -2.058)  -0.12
C (0.850, 2.026, -1.950)  -0.41
H (0.398, 3.955, -2.669)  0.09
H (-0.397, 3.678, -1.101)  0.08
H (-1.014, 2.910, -2.609)  0.07
C (2.191, 2.233, -1.804)  -0.19
C (2.816, 3.581, -1.586)  -0.12
H (2.938, 1.454, -2.021)  0.12
H (3.442, 3.908, -2.429)  0.09
H (3.489, 3.560, -0.725)  0.04
H (2.096, 4.390, -1.412)  0.07
La (0.132, 1.046, 0.309)  1.84
Cl (2.219, 2.408, 1.539)  -0.15
C (0.013, 1.130, 3.374)  -0.39
O (-0.889, 1.286, 2.491)  -0.22
N (-0.158, 1.220, 4.682)  -0.17
C (-1.483, 1.412, 5.263)  -0.02
C (0.994, 1.394, 5.573)  -0.03
H (1.027, 0.893, 3.039)  0.02
H (-2.239, 1.285, 4.487)  0.09
H (-1.552, 2.411, 5.709)  0.09
H (-1.635, 0.683, 6.066)  0.09
H (1.918, 1.345, 4.993)  0.10
H (1.004, 0.608, 6.340)  0.09
H (0.934, 2.365, 6.084)  0.10
H (-0.927, -4.219, -3.073)  0.09
H (-0.338, -4.580, -0.649)  0.09
C (-0.415, -3.257, -2.899)  -0.05
C (-0.201, -3.504, -0.438)  -0.05
N (-0.731, -2.750, -1.565)  -0.17
H (-0.747, -2.503, -3.621)  0.08
C (-1.403, -1.593, -1.407)  -0.35
O (-1.419, -0.920, -0.342)  -0.19
H (-0.712, -3.216, 0.482)  0.06
H (-2.056, -1.382, -2.280)  0.13
H (0.672, -3.424, -2.998)  0.09
H (0.876, -3.307, -0.315)  0.09
H (-5.210, 3.397, 0.362)  0.10
H (-6.093, 1.703, -1.630)  0.10
C (-4.406, 3.586, -0.360)  -0.02
C (-5.159, 1.997, -2.128)  -0.03
N (-4.143, 2.388, -1.153)  -0.17
H (-3.495, 3.879, 0.166)  0.09
C (-3.046, 1.666, -0.957)  -0.25
O (-2.103, 2.014, -0.184)  -0.20
H (-4.784, 1.154, -2.719)  0.09
H (-2.980, 0.724, -1.527)  0.14
H (-4.740, 4.388, -1.025)  0.09
H (-5.383, 2.841, -2.796)  0.09
C (-0.754, -3.410, 3.446)  -0.05
C (0.669, -2.843, 3.391)  -0.64
C (0.967, -2.157, 4.728)  -0.06
C (1.674, -3.969, 3.172)  -0.06
C (0.782, -1.873, 2.301)  -0.19
C (0.867, -1.043, 1.395)  -0.20
H (-0.854, -4.098, 4.296)  0.08
H (-0.989, -3.968, 2.533)  0.07
H (-1.485, -2.607, 3.569)  0.09
H (0.837, -2.874, 5.550)  0.09
H (1.997, -1.790, 4.757)  0.09
H (0.291, -1.312, 4.898)  0.06
H (1.481, -4.480, 2.223)  0.08
H (2.690, -3.568, 3.159)  0.09
H (1.606, -4.709, 3.980)  0.09

Its HOMO-LUMO gap is 0.2851 hartree. Its net charge is 0.

***

Computed max |F| (eV/Å) in order:
1.747; 3.660